Entry 1:
ORCA calculation (the ωB97M-V functional and the def2-TZVPD basis) on C29H40Cl2NOP3Pt as an isolated structure.

Calculated values
- LUMO energy (spin up / spin down): -0.1902 / -0.3099 hartree
- <S²>: 6.048
- Highest occupied orbital energy (spin up / spin down): -10.323 / -13.754 eV

ORCA input file:
```
! RIJCOSX wB97M-V def2-TZVPD def2/J DEFGRID3
* xyz 2 5
P 1.3677 1.7045 -2.6731
C 2.9285 1.6706 -1.8423
C 3.6429 1.0161 -2.8861
H 3.0888 0.3486 -3.5560
C 4.9506 1.3569 -3.1491
H 5.4362 0.9561 -4.0335
C 5.6186 2.2222 -2.2721
H 6.6421 2.4922 -2.4856
C 4.9757 2.7145 -1.1349
H 5.5360 3.3641 -0.4524
C 3.6262 2.4335 -0.8830
H 3.1321 2.7782 0.0302
C 0.6013 0.0818 -2.5266
C 1.1180 -1.1843 -2.1461
H 1.9300 -1.2584 -1.3956
C 0.6036 -2.3683 -2.7002
H 1.0358 -3.3613 -2.4603
C -0.4451 -2.2908 -3.6395
H -0.8008 -3.2026 -4.1442
C -1.0510 -1.0583 -3.9372
H -1.8600 -0.9882 -4.6782
C -0.5884 0.0756 -3.2946
H -1.0617 1.0472 -3.5039
C 0.2909 2.9947 -1.9462
C 0.5779 3.7956 -3.0831
H 1.3726 3.4131 -3.7709
C -0.1199 4.9378 -3.3874
H 0.1232 5.4848 -4.3010
C -1.1159 5.3592 -2.4860
H -1.6653 6.2638 -2.7167
C -1.3874 4.6365 -1.3191
H -2.1656 5.0079 -0.6278
C -0.6865 3.4407 -1.0280
H -0.8683 2.9216 -0.0761
Pt 0.0890 -0.2505 3.5893
C -1.6102 -0.9701 2.7531
C -2.0683 -1.0383 1.4514
H -2.3300 -1.3563 3.4848
C -1.3697 -0.3758 0.2753
O -2.1863 0.6212 -0.3211
H -1.6799 1.2312 -0.8907
C -0.0538 0.2356 0.6854
H -1.0257 -1.1524 -0.4729
C 0.4945 0.3526 1.9165
Cl -0.6347 -0.8746 5.7872
Cl 2.2007 0.7708 4.1067
P 1.3691 -2.1111 2.9495
C 2.2111 -2.5583 4.4834
H 1.4398 -2.8309 5.2105
H 2.7151 -1.6525 4.8379
H 2.9252 -3.3697 4.3086
C 0.3413 -3.5398 2.4971
H -0.1270 -3.3730 1.5177
H -0.4466 -3.6424 3.2527
H 0.9430 -4.4591 2.4608
C 2.6730 -2.0536 1.6718
H 3.2118 -1.1016 1.7396
H 2.2475 -2.1494 0.6629
H 3.3872 -2.8779 1.8291
P -3.6268 -1.7808 0.9021
C -4.3775 -2.8841 2.1566
C -3.3923 -2.7945 -0.6207
H -4.5729 -2.2943 3.0705
H -3.6595 -3.6896 2.3959
H -5.3324 -3.3573 1.8383
H -3.0307 -2.1386 -1.4303
H -4.3065 -3.3169 -0.9701
H -2.6220 -3.5506 -0.3966
C -4.9048 -0.5383 0.4485
H -5.0829 0.0903 1.3350
H -5.8733 -0.9603 0.1101
H -4.4697 0.0832 -0.3501
H 1.3423 1.0844 1.7720
N -0.7791 1.6964 3.5931
H -0.2649 2.4089 3.0634
H -1.7303 1.6959 3.2220
H -0.8156 1.9665 4.5805
*
```

---

Entry 2:
ORCA calculation (the ωB97M-V functional and the def2-TZVPD basis) on C29H40F3IrN5O5Si as an isolated structure.

Calculated values
- LUMO energy (spin up / spin down): -0.1809 / -0.2891 hartree
- ΔE to the lowest compared entry with this formula, charge and spin: 0.0 kJ/mol
- <S²>: 8.760
- Highest occupied orbital energy (spin up / spin down): -13.265 / -14.179 eV

ORCA input file:
```
! RIJCOSX wB97M-V def2-TZVPD def2/J DEFGRID3
* xyz 2 6
Ir 0.3947 -1.4559 0.1854
C 3.8626 -3.3456 1.0695
C 3.2743 -2.2987 1.9190
N 2.0499 -1.7929 1.7450
C 1.8082 -0.9342 2.8122
C 2.9128 -0.8747 3.5782
N 3.8232 -1.7209 2.9989
C 3.3301 -0.2304 4.8175
O 2.4385 0.4664 5.5081
O 4.4291 -0.4537 5.2725
C 0.5264 -0.1764 2.9272
O 0.2634 0.3557 4.0008
O -0.2368 -0.2005 1.8421
H 3.0824 -3.8649 0.4954
H 4.2821 -4.0561 1.7510
H 4.6589 -3.0229 0.3980
H 4.6886 -1.8706 3.5117
H 1.5835 0.5468 5.0331
N -2.9202 -0.6701 1.0125
C -3.2441 -2.1449 0.8231
C -2.5133 -3.1502 1.7352
C -1.4094 -4.0798 1.2146
N -0.0830 -3.4624 1.3408
C -1.6258 -4.5246 -0.2524
C -1.9460 -3.3546 -1.1437
N -0.8027 -2.5259 -1.4049
C -3.1481 -2.5487 -0.6815
H -3.7499 -0.0824 0.9889
H -2.2936 -0.2918 0.2110
H -2.4506 -0.4097 1.8742
H -4.2677 -2.1121 1.1003
H -3.3074 -3.8081 2.0376
H -2.2843 -2.7004 2.6974
H -1.3947 -4.9988 1.8031
H 0.6412 -4.1805 1.1004
H 0.1312 -3.1100 2.2563
H -2.4916 -5.2043 -0.2666
H -0.7252 -5.0428 -0.6982
H -2.2817 -3.7896 -2.0851
H -1.1263 -1.6918 -1.8624
H -0.1626 -2.9863 -2.0832
H -4.0389 -3.1037 -0.9657
H -3.1987 -1.6475 -1.3060
C -0.5099 3.6328 -3.5437
C -1.2800 2.4366 -3.1118
C -1.0085 1.1907 -3.9035
C -2.7311 2.6226 -2.8140
Si -0.4121 1.6973 -1.0936
O -1.0685 0.2727 -0.9163
C 1.4519 1.8819 -1.2779
C 2.2746 1.8424 -2.4338
C 3.6588 1.9658 -2.3316
C 4.2440 2.1164 -1.0463
C 3.4168 2.2023 0.0638
C 2.0419 2.0677 -0.0328
C -1.0565 2.9832 0.0080
C -0.4093 4.2135 0.0588
C -0.9121 5.2371 0.8477
C -2.0588 5.0654 1.5983
C -2.7290 3.8467 1.5833
C -2.2377 2.8330 0.7135
H -0.8647 3.8267 -4.5514
H 0.5903 3.5224 -3.5326
H -0.7401 4.5404 -3.0280
H -1.1671 1.4604 -4.9732
H -1.6746 0.3415 -3.7152
H 0.0300 0.8953 -3.8820
H -3.1446 2.9898 -3.7493
H -2.9634 3.4154 -2.0988
H -3.2137 1.6721 -2.6555
H 1.8371 1.6993 -3.3970
H 4.2716 1.9561 -3.2132
H 5.3213 2.1551 -0.9162
H 3.8307 2.3505 1.0641
H 1.4850 2.1167 0.9166
H 0.4773 4.3243 -0.5798
H -0.4256 6.2174 0.9474
H -2.3707 5.9096 2.1892
H -3.6720 3.6883 2.0712
H -2.6855 1.8751 0.6659
F 2.9538 -0.9873 -1.3218
C 1.7389 -1.5424 -1.4955
F 1.9631 -2.9094 -1.7136
F 1.2699 -1.0747 -2.7105
*
```

---

Entry 3:
ORCA calculation (the ωB97M-V functional and the def2-TZVPD basis) on a 6-piece molecular cluster, C29H40O18 overall.

Calculated values
- LUMO energy: -0.0654 hartree
- Structure (SMILES): O=C1C=CC(=O)C(CC(=O)c2ccccc2)=C1.COC(=O)OC.COC(=O)OC.COC(=O)OC.COC(=O)OC.COC(=O)OC
- Highest occupied orbital energy: -8.728 eV

ORCA input file:
```
! RIJCOSX wB97M-V def2-TZVPD def2/J DEFGRID3
* xyz 0 1
O -0.0927 2.5108 1.5878
C 0.3610 3.4374 0.7399
C 1.8047 3.3849 -0.0631
C 1.7798 3.9541 -1.4698
C 0.3372 4.5347 -2.0825
O -0.0114 4.4033 -3.3896
C -0.6747 5.3002 -0.9940
C -1.6501 6.5599 -1.4235
C -3.1070 6.0592 -2.0746
O -3.6147 6.6826 -3.1508
C -3.9998 4.8468 -1.4231
C -4.0055 4.7359 0.2308
C -4.7846 3.5881 1.1053
C -5.6343 2.4465 0.2841
C -5.6850 2.5574 -1.3617
C -4.8871 3.7361 -2.2401
C -0.6102 4.7322 0.4125
H 2.7605 2.9409 0.4492
H 2.7769 3.9332 -2.0826
H -1.1634 7.2953 -2.2051
H -1.9514 7.1532 -0.4410
H -3.3711 5.5395 0.8410
H -4.6784 3.6158 2.2905
H -6.1656 1.5999 0.9127
H -6.2916 1.7680 -1.9791
H -4.9306 3.8122 -3.4147
H -1.2629 5.1982 1.2913
C 6.4350 -0.8618 -0.7725
O 5.4997 -1.5335 -1.6142
C 4.3063 -0.9000 -1.7397
O 3.9943 0.1538 -1.2075
O 3.5202 -1.6420 -2.5600
C 2.2234 -1.0925 -2.7849
H 7.3522 -1.4564 -0.7446
H 6.6775 0.1264 -1.1765
H 6.0467 -0.7799 0.2477
H 2.2975 -0.1135 -3.2693
H 1.6666 -1.0198 -1.8450
H 1.6820 -1.7670 -3.4538
C 3.7198 -4.8029 -3.5883
O 4.6143 -5.2432 -4.6083
C 4.3020 -4.8023 -5.8531
O 3.3543 -4.0896 -6.1447
O 5.2267 -5.2917 -6.7171
C 5.0230 -4.9061 -8.0751
H 4.0648 -5.2143 -2.6357
H 3.7263 -3.7107 -3.5142
H 2.7071 -5.1736 -3.7765
H 5.0816 -3.8179 -8.1804
H 4.0623 -5.2808 -8.4428
H 5.8193 -5.3531 -8.6764
C -5.9150 -1.7069 3.5918
O -5.1230 -0.5213 3.5538
C -3.7878 -0.7382 3.6615
O -3.2454 -1.8254 3.7828
O -3.1608 0.4642 3.6111
C -1.7402 0.3898 3.7135
H -6.9647 -1.4151 3.4977
H -5.6643 -2.3656 2.7541
H -5.7865 -2.2265 4.5467
H -1.3226 -0.1851 2.8807
H -1.4446 -0.0461 4.6733
H -1.3439 1.4076 3.6616
C 10.7795 -1.1892 1.5675
O 11.0452 -0.1024 2.4522
C 10.2291 0.9683 2.2820
O 9.3275 1.0599 1.4636
O 10.5900 1.9193 3.1801
C 9.8109 3.1123 3.1164
H 11.4902 -1.9893 1.7921
H 9.7667 -1.5747 1.7229
H 10.9233 -0.8835 0.5262
H 8.7594 2.8987 3.3338
H 9.9160 3.5901 2.1370
H 10.1861 3.8020 3.8774
C -10.0574 -5.7750 1.5441
O -10.6512 -5.3714 2.7765
C -10.1587 -4.2116 3.2802
O -9.2851 -3.5242 2.7749
O -10.8065 -3.9493 4.4433
C -10.3879 -2.7491 5.0903
H -10.5263 -6.7130 1.2342
H -10.2374 -5.0266 0.7656
H -8.9848 -5.9522 1.6721
H -10.5811 -1.8797 4.4535
H -9.3284 -2.8054 5.3601
H -10.9712 -2.6391 6.0086
*
```

---

Entry 4:
ORCA calculation (the ωB97M-V functional and the def2-TZVPD basis) on C29H41AuN3O2SeSi2Te as an isolated structure.

Calculated values
- LUMO energy (spin up / spin down): -0.1096 / -0.1642 hartree
- <S²>: 2.025
- Highest occupied orbital energy (spin up / spin down): -10.526 / -10.737 eV

ORCA input file:
```
! RIJCOSX wB97M-V def2-TZVPD def2/J DEFGRID3
* xyz 1 3
Au 0.8114 -0.9066 1.0541
O 0.9647 0.8172 4.8119
C 1.1431 0.3256 3.7305
N 0.3510 -0.5647 3.0540
C -0.8520 -1.0598 3.5523
O -1.1627 -1.0813 4.7249
C -1.7594 -1.6770 2.5019
C -3.0526 -1.9733 2.8353
C -3.9419 -2.3059 1.7891
C -3.4846 -2.2733 0.4856
C -2.1491 -2.0096 0.2316
N -1.2780 -1.7543 1.2186
C 2.4406 0.6695 3.0076
C 3.3544 1.5372 3.6020
C 4.4670 1.8864 2.8853
C 4.6378 1.4061 1.5977
C 3.6678 0.5793 1.0669
N 2.5995 0.2034 1.7909
H -3.3718 -1.7717 3.8205
H -5.0288 -2.4807 1.9798
H -4.1538 -2.4284 -0.3208
H -1.7781 -1.9700 -0.8186
H 3.1180 1.9827 4.5416
H 5.1852 2.5829 3.2796
H 5.4779 1.6525 0.9781
H 3.6828 0.2726 0.0106
C -5.1755 5.1404 2.0028
C -3.8583 4.5272 1.6828
C -2.6369 5.2013 1.6542
C -1.4471 4.5952 1.3552
C -0.1083 5.3323 1.4002
C -1.5029 3.2320 1.0240
Se 0.0613 2.4241 0.4845
C -2.7018 2.4889 1.0592
C -2.6698 1.0255 0.8083
C -3.8412 3.1823 1.3875
H -5.2812 6.1906 1.8185
H -5.4853 5.0301 3.0694
H -5.9878 4.7291 1.4114
H -2.6687 6.2240 1.9693
H -0.2146 6.3146 1.8276
H 0.3208 5.3820 0.3850
H 0.5756 4.8355 2.0897
H -3.6448 0.5065 1.0299
H -1.8844 0.6893 1.4475
H -2.4391 0.8632 -0.2214
H -4.7172 2.5912 1.4569
C 0.2162 1.6816 -4.8791
Si 1.4063 0.7476 -3.7964
C 2.6915 1.7735 -2.9120
C 2.3215 -0.4839 -4.8696
C 0.4071 -0.1843 -2.6067
Te 1.5784 -1.5658 -1.4413
C 0.4396 -3.3237 -1.8473
Si 1.3335 -4.9164 -1.3005
C -0.0405 -6.1481 -1.4781
C 2.6410 -5.3068 -2.5433
C 2.0566 -4.8424 0.3896
H 0.7445 2.0896 -5.7158
H -0.2690 2.5439 -4.3622
H -0.5009 0.9732 -5.3294
H 3.1975 2.4279 -3.6585
H 3.4288 1.0419 -2.5120
H 2.3448 2.3958 -2.1199
H 2.8101 0.0088 -5.7624
H 1.6581 -1.2401 -5.3268
H 3.0312 -0.9636 -4.2280
H -0.3331 -0.7516 -3.1779
H -0.0279 0.4750 -1.8723
H 0.3435 -3.3498 -2.9555
H -0.5251 -3.1238 -1.3522
H -0.6582 -5.8624 -2.3119
H -0.7058 -6.2202 -0.5973
H 0.3491 -7.1616 -1.6863
H 2.2806 -5.3990 -3.5802
H 3.1098 -6.2649 -2.3575
H 3.4869 -4.5902 -2.6024
H 1.3391 -4.4619 1.1382
H 2.9871 -4.2733 0.4315
H 2.2766 -5.8887 0.6697
*
```

---

Entry 5:
ORCA calculation (the ωB97M-V functional and the def2-TZVPD basis) on C29H41Cl5P2Sc as an isolated structure.

Calculated values
- LUMO energy (spin up / spin down): -0.1398 / -0.1398 hartree
- ΔE to the lowest compared entry with this formula, charge and spin: 432.2 kJ/mol
- Highest occupied orbital energy (spin up / spin down): -8.287 / -8.268 eV

ORCA input file:
```
! RIJCOSX wB97M-V def2-TZVPD def2/J DEFGRID3
* xyz 1 1
Sc 0.8970 -0.3956 1.9316
C -1.3207 -0.9027 2.8319
C -1.0265 -2.0344 2.0270
C 0.6648 -1.8537 3.5660
C -0.2938 -0.7936 3.8271
C 0.2259 -2.5720 2.4097
C -2.5803 -0.1317 2.8135
H -2.9850 -0.0792 1.7890
H -2.4241 0.8868 3.1766
H -3.3503 -0.6067 3.4423
C -0.1617 0.2213 4.8561
H -1.0250 0.8940 4.8839
H 0.9777 1.0572 4.7110
H 0.0118 -0.1834 5.8534
C 2.0206 -1.9404 4.1576
H 2.0434 -1.4576 5.1489
H 2.7820 -1.4499 3.5024
H 2.2924 -3.0042 4.2897
C 0.9786 -3.6383 1.6984
H 0.8164 -4.6324 2.1439
H 2.0578 -3.4442 1.6912
H 0.6478 -3.7040 0.6546
C -1.9635 -2.7608 1.1219
H -2.0674 -3.8171 1.4364
H -1.6153 -2.7802 0.0758
H -2.9766 -2.3538 1.1864
C -2.1249 1.4768 -0.4652
C -3.2712 0.7970 -0.5806
C -3.4120 -0.5401 -1.2404
C -2.5809 -0.6468 -2.5501
C -1.2807 -1.2725 -2.4886
C 0.0343 -0.7514 -2.2226
C 0.1397 0.4154 -1.1844
C -0.9459 1.4988 -1.3656
H -4.4716 -0.7174 -1.4807
H -2.5776 0.3750 -2.9932
H -3.1330 -1.3605 -0.5641
H -1.3299 1.4690 -2.4453
H -1.9055 1.9562 0.4878
H -4.1456 1.0906 0.0288
H -0.4576 2.4747 -1.2003
H 0.0781 -0.1145 -0.2006
H 0.6386 -1.5845 -1.7720
H 1.1321 0.8948 -1.2698
H -3.1978 -1.2576 -3.2448
H -1.3262 -2.3654 -2.5100
P -0.9019 1.4286 -4.1580
C -1.0700 3.1616 -4.5847
C -1.9680 0.5207 -5.3184
P 1.3484 -0.6437 -3.6700
C 0.8355 0.9439 -4.4322
C 0.6522 -2.0274 -4.6130
C 3.1439 -0.6881 -4.0599
H -0.1686 3.7209 -4.3028
H -1.9377 3.5812 -4.0563
H -1.2428 3.2407 -5.6620
H -1.7941 0.9300 -6.3233
H -3.0212 0.7104 -5.0623
H -1.7726 -0.5618 -5.3117
H 3.2551 -0.4415 -5.1362
H 3.5447 -1.7078 -3.9007
H 3.7209 0.0506 -3.4719
H 1.4747 1.7496 -4.0133
H 1.0327 0.8941 -5.5245
H 1.3446 -2.8732 -4.4953
H 0.5295 -1.7675 -5.6735
H -0.3387 -2.3306 -4.2321
Cl 2.0225 1.3567 7.3597
C 2.5314 2.1272 5.9158
C 1.8949 1.8235 4.7197
C 2.3030 2.4050 3.5637
Cl 1.3669 1.9572 2.0495
C 3.4107 3.2711 3.5093
Cl 3.9857 3.8913 2.0202
C 4.0604 3.6124 4.7319
Cl 5.3507 4.7298 4.7623
C 3.6007 3.0647 5.9546
Cl 4.3182 3.5091 7.4507
*
```

---

Entry 6:
ORCA calculation (the ωB97M-V functional and the def2-TZVPD basis) on C29H41CsF2N9O4 as an isolated structure.

Calculated values
- LUMO energy: 0.0752 hartree
- Highest occupied orbital energy: -2.632 eV

ORCA input file:
```
! RIJCOSX wB97M-V def2-TZVPD def2/J DEFGRID3
* xyz -1 1
Cs -0.3837 -0.3447 -0.3952
O -4.1409 2.2909 -2.2584
C -3.2138 1.7696 -1.4254
O -2.0497 1.7155 -1.7228
C -3.7947 1.2749 -0.1406
C -5.1226 1.4773 0.1918
C -5.5745 0.9356 1.3896
C -4.7030 0.1980 2.1630
C -3.3757 0.0604 1.7493
N -2.9310 0.6127 0.6312
C -2.3909 -0.8284 2.5301
O -2.9473 -1.7670 3.1548
O -1.1808 -0.5788 2.4181
H -3.6605 2.5163 -3.0695
H -5.7747 2.0257 -0.4715
H -6.6052 1.0716 1.6924
H -5.0110 -0.2991 3.0717
C 2.4762 -3.0000 3.6278
N 2.6717 -2.5944 2.2472
C 1.4996 -2.8139 1.4177
C 3.4700 -1.5145 1.9512
N 3.0635 -0.6222 1.1223
C 3.9255 0.1653 0.3676
C 5.0911 -0.3579 -0.2052
C 5.9106 0.3992 -1.0248
C 5.5672 1.7122 -1.3099
C 4.4024 2.2386 -0.7787
C 3.5679 1.4923 0.0587
N 2.3408 2.0102 0.4779
C 2.2237 3.1997 0.9308
N 1.0097 3.8575 0.8464
C 0.4900 4.5462 2.0143
C -0.0245 3.2242 0.0479
N 3.2259 3.9540 1.5426
C 4.3297 3.2901 2.1896
C 3.4744 5.3160 1.1300
N 4.6821 -1.5138 2.6423
C 5.4803 -2.7137 2.7451
C 5.3923 -0.2886 2.9030
H 2.4030 -4.0889 3.6914
H 1.5473 -2.5708 4.0210
H 3.3055 -2.6671 4.2460
H 1.2309 -3.8711 1.4466
H 1.7231 -2.5330 0.3919
H 0.6469 -2.2333 1.7822
H 5.3280 -1.3986 -0.0137
H 6.7965 -0.0458 -1.4607
H 6.1802 2.3123 -1.9708
H 4.0904 3.2446 -1.0385
H 1.3026 4.9342 2.6222
H -0.1163 3.8697 2.6298
H -0.1430 5.3783 1.6987
H 0.4132 2.7846 -0.8440
H -0.7566 3.9792 -0.2449
H -0.5406 2.4372 0.6077
H 3.9882 2.3296 2.5691
H 4.6589 3.9000 3.0364
H 5.1854 3.1181 1.5259
H 2.6256 5.6869 0.5604
H 4.3730 5.3770 0.5015
H 3.6248 5.9665 1.9986
H 4.9077 -3.5699 2.3991
H 5.7912 -2.8945 3.7803
H 6.3867 -2.6262 2.1316
H 4.6958 0.5440 2.8892
H 6.1797 -0.0874 2.1673
H 5.8485 -0.3446 3.8970
C -1.3862 -5.7214 2.8293
C -1.3843 -4.9781 1.5352
C -0.9538 -5.3282 0.2704
C -1.1845 -4.1854 -0.5273
N -1.7084 -3.2114 0.2051
N -1.8065 -3.7061 1.4521
C -0.8942 -3.9774 -1.9790
H -1.5401 -6.7870 2.6614
H -2.1783 -5.3560 3.4834
H -0.4376 -5.5971 3.3575
H -0.5397 -6.2742 -0.0388
H -2.1812 -3.1093 2.1995
H -1.1407 -4.8712 -2.5543
H 0.1532 -3.7333 -2.1645
H -1.4740 -3.1427 -2.3708
F -0.3335 -0.8473 -4.4309
C 0.7429 -0.9012 -3.4550
F 1.2669 -2.2438 -3.6843
H 1.5124 -0.3113 -3.9961
*
```

---

Short version: max |F| = 8.481; 2.398; 8.878; 1.887; 4.857; 1.207 eV/A, in the order given.